Below is a molecular structure, C42H108BrCrN8O13 in a non-equilibrium geometry, with properties calculated with wB97M-V/def2-TZVPD.

Output
* E_LUMO (spin up / spin down): -2.371 / -2.383 eV
* charge: +1
* ⟨S²⟩: 6.01
* spin multiplicity: 5
* E: -6699.20739 Eh
* HOMO energy (spin up / spin down): -0.3514 / -0.3519 Eh

Structure (XYZ):
```
173
C42H108BrCrN8O13, DFT wB97M-V/def2-TZVPD
Cr -0.3550 -3.0036 -0.6421
Br 0.7159 -0.6130 -0.4055
C -3.1693 -2.7044 5.2211
O -2.3775 -2.7838 6.3374
C -2.0561 -1.5443 6.9604
C -0.9761 -0.7536 6.1811
N -0.3979 0.2139 7.1463
C 0.6437 1.1917 6.6530
C 1.9802 0.5263 6.2323
O 1.7961 -0.2229 5.0146
C 2.8590 -1.0319 4.6227
H -4.1008 -2.2890 5.6057
H -3.3707 -3.6731 4.7638
H -2.7931 -2.0755 4.4142
H -1.6436 -1.8353 7.9264
H -2.9759 -0.9936 7.1574
H -1.4670 -0.2066 5.3761
H -0.2582 -1.4909 5.8217
H -0.0368 -0.2900 7.9437
H 0.9263 1.9559 7.3769
H 0.2245 1.7468 5.8138
H 2.2994 -0.0859 7.0757
H 2.7711 1.2326 5.9798
H 3.2412 -1.7437 5.3545
H 3.6448 -0.3862 4.2307
H 2.5351 -1.6217 3.7652
C -0.1131 -2.7436 2.5974
O -0.8549 -3.1371 1.4168
C -2.2976 -3.1471 1.6233
C -2.9749 -3.4309 0.2493
N -2.4360 -2.5502 -0.8112
C -2.8865 -2.9082 -2.1565
C -1.8655 -2.4152 -3.1800
O -0.5029 -2.7595 -2.7841
C 0.3207 -2.3563 -3.8710
H -0.5733 -3.1875 3.4802
H -0.1564 -1.6610 2.7167
H 0.9276 -3.0553 2.5088
H -2.6723 -2.1746 1.9428
H -2.5294 -3.9352 2.3397
H -4.0381 -3.2350 0.3884
H -2.8445 -4.4856 0.0073
H -2.9451 -1.6853 -0.6976
H -3.8502 -2.4112 -2.2678
H -2.9363 -3.9786 -2.3561
H -1.9848 -1.3318 -3.1939
H -2.0631 -2.7620 -4.1943
H 1.3349 -2.5897 -3.5467
H 0.3004 -1.2919 -4.1047
H 0.0551 -2.9782 -4.7259
C -1.3957 1.6929 -2.9473
O -2.7160 1.1802 -2.9383
C -3.4380 1.3711 -4.1837
C -4.3417 2.5868 -4.0272
N -5.5069 2.4325 -3.1390
C -6.5088 1.4448 -3.6259
C -7.5737 1.2195 -2.5778
O -7.1105 0.7331 -1.3182
C -8.0803 0.6914 -0.2876
H -0.7420 1.2047 -3.6701
H -0.9319 1.5190 -1.9763
H -1.3573 2.7353 -3.2636
H -4.0293 0.4781 -4.3865
H -2.7537 1.5209 -5.0188
H -4.7950 2.8617 -4.9796
H -3.6856 3.4099 -3.7441
H -5.2423 2.2631 -2.1791
H -6.1251 0.4447 -3.8275
H -6.9203 1.9152 -4.5189
H -8.2559 0.4776 -2.9930
H -8.0586 2.1778 -2.3916
H -9.0925 0.5064 -0.6473
H -8.1201 1.6437 0.2412
H -7.7267 -0.0790 0.3976
C 2.7273 -0.5002 -5.6703
O 3.9256 -0.2728 -4.9392
C 4.2524 -1.2875 -3.9956
C 5.2743 -0.7623 -3.0106
N 6.3765 -1.6754 -2.7752
C 6.0980 -2.7908 -1.9396
C 7.3135 -3.7013 -1.7318
O 8.4643 -3.2309 -1.0570
C 8.2253 -2.7254 0.2190
H 2.8223 -0.0053 -6.6368
H 1.8889 -0.0456 -5.1425
H 2.6111 -1.5495 -5.9414
H 4.7522 -2.0741 -4.5608
H 3.4418 -1.6711 -3.3759
H 4.7772 -0.4319 -2.0986
H 5.6958 0.1592 -3.4123
H 6.8406 -1.9600 -3.6259
H 5.2305 -3.3273 -2.3239
H 5.8331 -2.5258 -0.9160
H 7.5634 -4.1121 -2.7100
H 6.7931 -4.4864 -1.1832
H 7.8456 -3.4804 0.9074
H 7.6617 -1.7996 0.3343
H 9.2289 -2.4719 0.5606
C -0.5097 2.8729 1.0968
O -0.0525 3.5700 2.2749
C 0.6814 2.7868 3.2067
C 2.1787 2.5100 2.8190
N 3.0659 3.6283 2.8211
C 2.6398 4.8807 2.1102
C 3.8382 5.8586 1.6844
O 4.5689 5.3654 0.5468
C 5.7868 6.1122 0.3504
H 0.3009 2.7189 0.3845
H -1.2286 3.4960 0.5647
H -0.8588 1.8687 1.3374
H 0.2538 1.7934 3.3427
H 0.5452 3.3544 4.1272
H 2.1297 1.9014 1.9161
H 2.7285 1.9157 3.5488
H 4.0320 3.3842 2.6560
H 1.9745 5.4172 2.7867
H 2.1381 4.6902 1.1614
H 4.5437 5.9096 2.5137
H 3.3737 6.8371 1.5622
H 6.2270 5.8619 -0.6148
H 6.5499 5.8913 1.0967
H 5.5851 7.1833 0.3505
C 1.7158 5.8005 -4.6190
C 0.8652 5.4655 -3.3764
C 1.5699 4.5859 -2.3391
O 1.9070 3.3378 -2.9100
C 2.5802 2.5154 -1.9331
N 0.3525 6.6902 -2.7882
H 2.6487 6.2555 -4.2859
H 1.1522 6.5053 -5.2303
H 1.9698 4.9330 -5.2280
H -0.0050 4.9538 -3.7876
H 0.9282 4.5005 -1.4621
H 2.4701 5.0685 -1.9586
H 2.8294 1.5889 -2.4505
H 1.8980 2.2898 -1.1135
H 3.4448 2.9388 -1.4219
H -0.2705 7.2423 -3.3602
H -0.2252 6.3966 -2.0136
C 0.0198 -7.1676 -0.0654
C 0.1132 -5.6586 0.0322
C 1.5419 -5.2721 -0.0009
O 1.6267 -3.8326 -0.1661
C 2.9183 -3.3283 0.0481
N -0.6427 -5.0760 -1.0624
H 0.7203 -7.7818 0.5004
H 0.0838 -7.4891 -1.1050
H -1.0143 -7.4362 0.1505
H -0.2720 -5.3612 1.0075
H 2.0605 -5.6875 -0.8649
H 2.1370 -5.6396 0.8350
H 3.6401 -4.0199 -0.3863
H 3.1704 -3.1511 1.0937
H 3.2430 -2.4359 -0.4871
H -1.4753 -5.6328 -1.1920
H -0.2890 -5.4599 -1.9271
C -3.7495 1.9292 0.1764
C -3.7215 0.3999 0.3236
C -4.7037 -0.1102 1.4032
O -4.1822 0.0537 2.7285
C -5.1863 0.0180 3.7201
N -4.0865 -0.1773 -0.9448
H -4.7149 2.2914 -0.1769
H -2.9635 2.1971 -0.5298
H -3.5172 2.4297 1.1164
H -2.6882 0.0749 0.4451
H -4.8928 -1.1622 1.1897
H -5.6379 0.4286 1.2446
H -5.5912 -0.9813 3.8802
H -5.9836 0.7041 3.4345
H -4.8357 0.2179 4.7327
H -5.0746 -0.0926 -1.1357
H -3.5835 0.3225 -1.6640
```